Entry from the Open Molecules 2025 dataset: a cluster of 8 separate species, C4H25NO7 in total (the ωB97M-V functional and the def2-TZVPD basis).

Atoms and positions in Å:
C1 1.579 1.944 1.349
C2 1.985 1.410 0.033
C3 0.898 0.539 -0.704
C4 0.652 0.898 -2.300
N1 0.314 -0.279 -2.999
H1 0.956 2.782 1.274
H2 2.453 2.089 2.002
H3 0.862 1.288 1.955
H4 2.311 2.121 -0.751
H5 2.765 0.742 0.097
H6 0.875 -0.404 -0.385
H7 -0.028 0.952 -0.209
H8 1.648 1.096 -2.888
H9 -0.026 1.835 -2.299
H10 0.637 -0.358 -3.984
H11 -0.752 -0.354 -3.118
O1 0.545 -1.304 3.046
H12 1.377 -0.990 2.750
H13 0.481 -2.143 3.108
O2 2.504 -1.855 0.969
H14 1.500 -1.636 0.694
H15 2.943 -1.324 0.324
O3 -2.649 -0.743 -0.114
H16 -3.266 -1.451 0.023
H17 -2.049 -0.933 0.516
O4 -1.090 1.585 2.007
H18 -1.749 2.059 1.622
H19 -0.649 2.049 2.536
O5 -2.783 -1.259 2.568
H20 -3.179 -0.642 3.117
H21 -1.825 -1.212 2.897
O6 0.360 -2.717 -1.496
H22 0.829 -2.372 -2.322
H23 -0.406 -1.929 -1.525
O7 -2.519 0.292 -2.997
H24 -3.496 0.100 -2.682
H25 -2.008 0.122 -2.114

Properties
* E_LUMO: 0.40 eV
* frontier orbital gap: 9.7 eV
* HOMO: -9.30 eV



Entry from the Open Molecules 2025 dataset: a structure of composition C19H42CdP2Si (the ωB97M-V functional and the def2-TZVPD basis).

Atoms and positions in Å:
P1 -0.337 -1.674 -3.036
P2 0.547 1.726 -2.264
C1 0.238 -0.309 -4.183
C2 1.260 0.659 -3.569
H1 -0.651 0.226 -4.554
H2 0.702 -0.781 -5.059
H3 2.133 0.128 -3.166
H4 1.633 1.353 -4.340
C3 -0.349 3.028 -3.149
H5 -0.576 3.849 -2.457
H6 -1.286 2.649 -3.579
H7 0.284 3.415 -3.960
C4 1.863 2.539 -1.344
H8 2.133 3.449 -1.898
H9 2.759 1.907 -1.268
H10 1.525 2.833 -0.338
C5 -1.845 -2.642 -3.657
H11 -1.813 -3.658 -3.240
H12 -1.821 -2.713 -4.750
H13 -2.807 -2.188 -3.397
C6 0.593 -2.987 -4.158
H14 1.665 -2.762 -4.250
H15 0.155 -2.969 -5.166
H16 0.453 -3.991 -3.732
Cd1 1.184 0.206 2.505
C7 -0.726 0.655 -1.508
C8 -1.489 -0.546 -2.076
C9 -2.112 -1.407 -0.955
C10 -1.138 -2.495 -0.413
C11 -0.078 -2.833 -1.388
C12 0.992 -1.941 -1.808
C13 1.339 -0.808 -0.800
C14 0.189 0.128 -0.353
C15 0.923 -1.923 2.606
H17 -1.485 1.348 -1.107
H18 -2.266 -0.202 -2.781
H19 -2.984 -1.943 -1.353
H20 -2.489 -0.765 -0.152
H21 -0.723 -2.214 0.567
H22 -1.726 -3.405 -0.232
H23 0.032 -3.892 -1.644
H24 1.901 -2.400 -2.208
H25 2.176 -0.208 -1.194
H26 1.744 -1.309 0.095
H27 -0.439 -0.335 0.409
H28 0.646 0.994 0.164
H29 1.540 -2.282 3.449
H30 1.263 -2.410 1.676
H31 -0.133 -2.170 2.790
C16 -1.906 1.671 4.798
Si1 -0.079 1.856 5.198
C17 0.195 3.443 6.177
C18 0.346 0.417 6.332
C19 1.015 1.992 3.673
H32 -2.473 1.459 5.717
H33 -2.092 0.846 4.097
H34 -2.318 2.591 4.361
H35 -0.214 3.371 7.192
H36 1.268 3.656 6.266
H37 -0.277 4.306 5.689
H38 -0.043 -0.538 5.952
H39 1.432 0.317 6.467
H40 -0.101 0.587 7.324
H41 0.631 2.774 2.989
H42 2.022 2.325 3.993

Properties
* E_LUMO: -0.16 eV
* frontier orbital gap: 4.5 eV
* HOMO: -4.63 eV



Entry from the Open Molecules 2025 dataset: a structure of composition C30H42MgN5O3 (the ωB97M-V functional and the def2-TZVPD basis).

Atoms and positions in Å:
Mg1 0.686 0.594 -0.321
C1 4.817 -0.611 -0.157
C2 3.619 0.314 0.061
O1 2.479 -0.131 -0.249
C3 3.860 1.566 0.581
C4 2.847 2.532 0.784
C5 3.209 3.818 1.495
N1 1.627 2.322 0.392
N2 0.728 3.326 0.623
C6 -0.463 3.005 0.197
O2 -0.815 1.902 -0.318
C7 -1.452 4.116 0.249
C8 -2.377 4.227 -0.787
C9 -3.269 5.279 -0.821
C10 -3.268 6.223 0.192
C11 -2.363 6.110 1.238
C12 -1.454 5.069 1.262
H1 5.241 -0.410 -1.141
H2 4.499 -1.651 -0.126
H3 5.590 -0.443 0.590
H4 4.873 1.825 0.855
H5 4.276 3.870 1.707
H6 2.658 3.876 2.434
H7 2.914 4.672 0.888
H8 -2.361 3.479 -1.565
H9 -3.966 5.371 -1.644
H10 -3.969 7.046 0.168
H11 -2.371 6.844 2.033
H12 -0.732 4.976 2.059
C13 0.711 -4.151 0.990
C14 0.077 -3.623 -0.269
C15 -0.683 -4.451 -1.094
C16 -1.244 -3.908 -2.242
C17 -2.063 -4.783 -3.158
C18 -1.037 -2.583 -2.575
C19 -0.215 -1.721 -1.800
C20 0.292 -2.312 -0.617
N3 0.117 -0.447 -2.017
C21 0.178 0.221 -3.297
C22 1.637 0.693 -3.450
C23 -0.734 1.454 -3.273
C24 -0.162 -0.576 -4.573
H13 0.353 -5.150 1.236
H14 0.484 -3.486 1.819
H15 1.796 -4.187 0.889
H16 -0.830 -5.498 -0.849
H17 -2.456 -5.648 -2.623
H18 -1.435 -5.145 -3.976
H19 -2.902 -4.237 -3.591
H20 -1.554 -2.228 -3.451
H21 0.918 -1.686 -0.008
H22 1.929 1.232 -2.552
H23 1.758 1.335 -4.324
H24 2.291 -0.172 -3.552
H25 -0.431 2.096 -2.454
H26 -1.764 1.143 -3.102
H27 -0.677 2.008 -4.210
H28 0.327 -1.546 -4.582
H29 0.184 -0.012 -5.440
H30 -1.234 -0.709 -4.688
C25 -2.547 -0.890 0.976
N4 -1.777 -1.259 2.144
C26 -2.270 -2.329 2.979
C27 -1.757 -2.119 4.398
C28 -0.237 -2.134 4.337
N5 0.232 -1.206 3.335
C29 1.640 -0.880 3.352
C30 -0.504 -0.799 2.254
O3 -0.037 0.010 1.464
H31 -3.559 -0.620 1.289
H32 -2.589 -1.715 0.258
H33 -2.064 -0.039 0.496
H34 -1.929 -3.307 2.608
H35 -3.365 -2.313 2.953
H36 -2.121 -2.901 5.066
H37 -2.101 -1.154 4.775
H38 0.106 -3.157 4.114
H39 0.194 -1.845 5.306
H40 1.930 -0.556 4.354
H41 1.817 -0.081 2.631
H42 2.244 -1.747 3.065

Properties
* E_LUMO: 2.55 eV
* charge: -1
* frontier orbital gap: 5.8 eV
* HOMO: -3.28 eV



Entry from the Open Molecules 2025 dataset: a cluster of 2 separate species, C2H5F3P in total (the ωB97M-V functional and the def2-TZVPD basis).

Atoms and positions in Å:
C1 0.441 -0.422 0.486
C2 0.033 0.793 1.192
F1 1.995 0.383 -0.759
F2 3.305 -0.596 0.918
F3 4.054 -0.670 -1.286
P1 3.682 0.418 -0.250
H1 0.892 -1.148 0.991
H2 -0.972 0.433 1.264
H3 -0.097 -0.619 -0.483
H4 0.540 1.052 2.158
H5 0.035 1.827 0.509

Properties
* E_LUMO: -6.60 eV
* charge: +1
* frontier orbital gap: 10.2 eV
* HOMO: -16.79 eV



Entry from the Open Molecules 2025 dataset: an isolated molecule of C2H4N2 (the ωB97M-V functional and the def2-TZVPD basis).

Atoms and positions in Å:
C1 -0.578 -0.976 -1.308
C2 1.277 1.130 -0.236
N1 -0.622 -0.140 -0.341
N2 0.657 0.113 0.311
H1 -1.573 -0.993 -1.945
H2 2.428 1.347 0.088
H3 -1.206 0.666 -0.226
H4 0.933 -0.651 0.947

Properties
* E_LUMO: 0.86 eV
* frontier orbital gap: 9.5 eV
* HOMO: -8.62 eV



Entry from the Open Molecules 2025 dataset: a cluster of 20 separate species, H41O20 in total (the ωB97M-V functional and the def2-TZVPD basis).

Atoms and positions in Å:
O1 -2.802 0.346 -2.724
H1 0.307 -1.074 2.540
O2 1.706 4.042 -0.994
H2 2.408 3.699 -1.575
H3 1.691 4.992 -0.782
O3 -3.618 0.433 2.694
H4 -4.269 0.151 3.331
H5 -2.712 0.558 3.006
O4 -5.370 0.383 -0.821
H6 -5.895 -0.381 -0.567
H7 0.153 2.179 3.324
O5 2.130 -4.902 -0.857
H8 2.855 1.538 -2.899
H9 -5.817 1.157 -0.462
O6 3.007 2.439 -2.561
H10 -0.901 -2.861 1.046
H11 3.844 2.700 -2.964
O7 0.918 -1.718 -0.641
H12 1.601 2.497 3.843
H13 -1.995 -1.880 0.081
O8 3.193 3.557 1.316
H14 2.936 2.812 1.872
H15 3.235 3.245 0.412
O9 3.053 0.129 -3.893
H16 2.381 -0.329 -3.382
H17 1.706 -4.560 -1.658
O10 0.963 -0.627 4.924
H18 1.037 0.222 4.450
H19 1.360 -1.059 4.144
O11 -3.562 -1.026 0.611
H20 -4.329 -1.034 0.064
H21 0.446 -1.307 -1.436
O12 3.226 0.255 0.168
H22 3.336 1.200 0.344
H23 3.965 0.024 -0.400
O13 -0.116 -0.450 -2.654
H24 -0.258 -0.127 -3.542
H25 -0.863 -0.285 -2.053
O14 1.066 -1.547 2.169
H26 -1.717 -2.972 -2.978
H27 1.567 -0.779 1.842
O15 1.050 1.843 3.416
H28 -3.553 -0.507 1.477
H29 -3.447 0.292 -2.016
O16 -1.902 -2.852 -2.040
H30 1.106 -0.870 -0.195
H31 -2.540 -2.151 -1.870
O17 0.380 2.082 -0.386
H32 -0.111 2.603 -1.023
H33 1.218 2.538 -0.201
O18 -1.190 -1.952 0.669
H34 -3.012 1.069 -3.312
H35 -0.245 -1.686 0.083
O19 -1.410 2.497 2.374
H36 -1.855 3.313 2.586
H37 -1.168 2.200 1.479
O20 -0.154 -4.267 0.604
H38 -0.188 -5.216 0.706
H39 0.510 -3.953 -0.008
H40 2.795 -4.224 -0.719
H41 3.849 -0.403 -3.961

Properties
* E_LUMO: -2.66 eV
* charge: +1
* frontier orbital gap: 10.0 eV
* HOMO: -12.68 eV



Entry from the Open Molecules 2025 dataset: the ion C4H9OS with charge -1 (the ωB97M-V functional and the def2-TZVPD basis).

Atoms and positions in Å:
C1 0.085 -2.300 -1.175
C2 -0.203 -1.745 0.212
C3 0.612 -0.470 0.507
O1 0.709 -0.068 1.694
S1 -0.515 0.972 -0.744
C4 -0.098 2.383 0.314
H1 -0.118 -1.546 -1.944
H2 -0.536 -3.165 -1.410
H3 1.124 -2.617 -1.266
H4 -1.257 -1.491 0.303
H5 0.042 -2.477 0.985
H6 1.514 -0.422 -0.142
H7 -0.231 3.305 -0.262
H8 -0.726 2.399 1.203
H9 0.937 2.307 0.644

Properties
* E_LUMO: 4.05 eV
* charge: -1
* frontier orbital gap: 7.1 eV
* HOMO: -3.05 eV



Question: Which formula does entry 1 have?
Answer: C4H25NO7



Question: Among the records above, which one has the highest HOMO?
Answer: C4H9OS